52
Properties=species:S:1:pos:R:3 method="wB97M-V/def2-TZVPD" multiplicity=5 charge=+1 homo_ev="-10.7 / -10.9" s_squared=6.348 orbital_gap_ev="6.94 / 8.38" energy_ev=-140533.2162
Br -0.82 -1.00 2.11
Mn 0.05 0.69 0.37
Cl 4.56 0.60 0.05
N 1.61 1.32 1.79
N -0.68 2.79 -0.79
N -1.07 2.37 1.95
C 2.33 -0.70 -0.91
C 3.61 -0.82 -0.35
C -1.14 -0.41 -0.92
C 2.35 -3.12 -1.16
C -2.37 -2.51 -1.44
C 1.34 2.61 2.45
C -2.42 -2.13 -2.80
C 3.61 -3.20 -0.58
C 1.73 -1.90 -1.33
C -1.73 -2.10 0.82
C 1.63 0.58 -1.12
C -1.60 3.58 1.31
C -0.08 2.62 3.00
C 4.24 -2.04 -0.18
C -0.79 3.97 0.08
C -2.97 -3.72 -1.00
C -2.33 -3.24 1.26
C -2.96 -4.07 0.32
C -1.72 -1.65 -0.51
C -1.30 -0.07 -2.25
C -1.92 -0.92 -3.19
H 0.21 4.29 0.36
H 1.16 0.61 -2.10
H 2.04 2.80 3.27
H -0.15 1.81 3.74
H 1.64 0.60 2.51
H 2.54 1.33 1.39
H 2.26 1.46 -0.97
H -3.45 -4.36 -1.73
H 0.75 -1.85 -1.79
H -1.85 1.88 2.37
H 1.85 -4.03 -1.50
H -1.97 -0.61 -4.22
H -2.88 -2.79 -3.52
H -2.31 -3.51 2.31
H 5.24 -2.08 0.23
H 1.48 3.41 1.72
H -1.28 4.81 -0.42
H -0.26 3.56 3.52
H -3.45 -4.97 0.66
H -2.63 3.37 0.99
H -1.63 4.42 2.01
H -0.91 0.87 -2.62
H 4.10 -4.15 -0.46
H -1.60 2.58 -1.17
H -0.08 3.00 -1.58